(1)
Computed, not measured: a single C9H12Br2O3S molecule, with ωB97M-V with the def2-TZVPD basis set.

SMILES: COCCOCCOc1cc(Br)sc1Br
Energy relative to the best compared isomer or geometry (same formula, charge and spin), kcal/mol: 23.62
E_HOMO, eV: -8.7811
Kohn-Sham gap, eV: 9.126
2S+1: 1
Total charge: 0

Cartesian coordinates (Å):
1 Br -1.291 -1.292 -4.930
2 Br -1.874 4.057 -1.729
3 O 0.773 2.025 -1.242
4 O 1.046 -2.371 1.444
5 O -0.573 0.201 1.803
6 S -2.483 1.497 -3.596
7 C -1.253 0.213 -3.816
8 C -1.416 2.398 -2.446
9 C -0.117 0.458 -3.038
10 C -0.225 1.738 -2.249
11 C 2.299 -1.671 1.602
12 C 0.314 2.046 0.169
13 C 0.113 -2.126 2.512
14 C -0.315 0.581 0.407
15 C -1.009 -1.135 2.018
16 H 0.759 -0.195 -2.923
17 H 2.753 -1.219 0.749
18 H 2.343 -0.775 2.282
19 H 3.010 -2.368 2.014
20 H 1.185 2.191 0.864
21 H -0.359 2.885 0.232
22 H -0.360 -3.049 2.814
23 H 0.599 -1.794 3.409
24 H -1.210 0.455 -0.230
25 H 0.450 -0.124 0.053
26 H -1.378 -1.438 1.055
27 H -1.782 -1.188 2.772

Mulliken atomic charge list, values in e, 4 entries: -0.11, -0.12, -0.45, -0.39



(2)
Computed, not measured: a single C5H10 molecule, with ωB97M-V with the def2-TZVPD basis set.

SMILES: C=CC(C)C
Energy relative to the best compared isomer or geometry (same formula, charge and spin), kcal/mol: 21.61
E_HOMO, eV: -9.6351
Kohn-Sham gap, eV: 10.831
2S+1: 1
Total charge: 0

Cartesian coordinates (Å):
1 C 0.975 1.299 -0.175
2 C 0.519 -0.008 0.454
3 C 1.034 -1.255 -0.274
4 C -1.011 -0.089 0.596
5 C -1.841 0.048 -0.428
6 H 0.750 1.344 -1.258
7 H 2.070 1.382 0.059
8 H 0.412 2.146 0.282
9 H 0.907 0.004 1.481
10 H 0.695 -2.196 0.161
11 H 2.140 -1.205 -0.240
12 H 0.705 -1.258 -1.361
13 H -1.336 -0.330 1.608
14 H -2.918 -0.136 -0.316
15 H -1.479 0.272 -1.452

Mulliken atomic charge list, values in e, 4 entries: -1.26, 0.37, -1.19, -0.19



(3)
Computed, not measured: a molecular structure, C32H23BrCl5GeNO2ReS4Sb, with ωB97M-V with the def2-TZVPD basis set.

Energy relative to the best compared isomer or geometry (same formula, charge and spin), kcal/mol: 0.00
E_HOMO, eV: -12.3618
Kohn-Sham gap, eV: 2.756
2S+1: 1
Total charge: +2

Cartesian coordinates (Å):
1 Re 1.413 -2.591 1.846
2 Cl 4.347 -3.707 5.995
3 C 3.268 -2.393 6.131
4 C 2.583 -2.095 4.957
5 C 1.553 -1.201 4.931
6 Cl 0.626 -0.816 3.460
7 C 1.148 -0.690 6.146
8 Cl -0.186 0.314 6.133
9 C 1.985 -0.810 7.301
10 Cl 1.732 0.255 8.643
11 C 3.112 -1.668 7.315
12 Cl 4.082 -1.979 8.671
13 S 2.642 -6.620 2.187
14 Sb 1.515 -5.148 3.548
15 S 3.024 -2.991 3.419
16 S -0.193 -4.033 2.146
17 S 1.060 -5.267 5.825
18 Br -0.218 -4.056 -1.108
19 C 1.629 -4.126 -0.764
20 C 2.308 -5.098 -1.514
21 C 3.607 -5.449 -1.150
22 C 4.318 -4.572 -0.278
23 C 3.594 -3.595 0.386
24 N 2.242 -3.443 0.234
25 H 1.869 -5.526 -2.393
26 H 4.147 -6.272 -1.611
27 H 5.397 -4.690 -0.145
28 H 4.043 -2.923 1.136
29 O 2.268 -0.694 0.974
30 C 1.182 -0.530 0.331
31 O 0.234 -1.484 0.474
32 C 0.866 0.737 -0.487
33 C -0.161 0.400 -1.616
34 Ge -1.445 1.830 -2.014
35 C -2.267 1.482 -3.764
36 C -2.520 0.141 -4.192
37 C -3.397 -0.127 -5.278
38 C -4.047 0.870 -6.005
39 C -3.777 2.198 -5.614
40 C -2.914 2.456 -4.596
41 C -0.622 3.583 -2.336
42 C 0.225 3.724 -3.471
43 C 0.850 4.923 -3.685
44 C 0.585 6.045 -2.808
45 C -0.092 5.843 -1.639
46 C -0.647 4.586 -1.354
47 C -2.590 1.903 -0.484
48 C -2.374 0.941 0.503
49 C -3.107 0.961 1.718
50 C -4.100 1.947 1.867
51 C -4.148 3.012 1.011
52 C -3.494 2.975 -0.210
53 H 1.739 1.174 -0.964
54 H 0.434 1.558 0.132
55 H -0.701 -0.520 -1.438
56 H 0.335 0.209 -2.558
57 H -2.054 -0.672 -3.640
58 H -3.468 -1.174 -5.572
59 H -4.714 0.526 -6.835
60 H -4.121 3.017 -6.264
61 H -2.557 3.511 -4.352
62 H 0.484 2.921 -4.148
63 H 1.469 5.109 -4.618
64 H 1.132 6.992 -3.026
65 H -0.152 6.564 -0.852
66 H -1.121 4.502 -0.370
67 H -1.594 0.183 0.366
68 H -2.908 0.244 2.481
69 H -4.671 1.930 2.771
70 H -4.843 3.845 1.174
71 H -3.842 3.551 -1.056

Mulliken atomic charge list, values in e, 4 entries: 0.30, -0.10, 0.21, 0.44



(4)
Computed, not measured: a single C14H18N2O2S2 molecule, with ωB97M-V with the def2-TZVPD basis set.

SMILES: CC1=C(C(=O)OCC(C)C)[C@H](c2cccs2)NC(=S)N1
Energy relative to the best compared isomer or geometry (same formula, charge and spin), kcal/mol: 4.30
E_HOMO, eV: -8.3422
Kohn-Sham gap, eV: 8.573
2S+1: 1
Total charge: 0

Cartesian coordinates (Å):
1 C 0.445 -0.148 -2.165
2 C 0.163 1.050 -1.324
3 C 0.234 1.104 0.026
4 C 0.641 0.033 0.937
5 O 0.676 0.181 2.141
6 O 0.982 -1.120 0.343
7 C 1.385 -2.156 1.239
8 H 2.226 -1.792 1.840
9 C 1.779 -3.409 0.458
10 C 2.968 -3.128 -0.457
11 H 3.267 -4.034 -0.977
12 H 3.817 -2.764 0.118
13 H 2.703 -2.376 -1.195
14 C 0.595 -3.953 -0.336
15 H 0.874 -4.872 -0.846
16 H -0.243 -4.166 0.323
17 H 0.276 -3.228 -1.079
18 H 2.077 -4.155 1.203
19 H 0.555 -2.369 1.923
20 C -0.192 2.375 0.741
21 N -0.007 3.514 -0.136
22 C -0.206 3.439 -1.461
23 S -0.395 4.760 -2.426
24 N -0.183 2.188 -2.014
25 H -0.260 2.158 -3.022
26 H -0.087 4.434 0.273
27 C -1.628 2.241 1.171
28 C -2.750 2.601 0.487
29 C -3.938 2.295 1.186
30 C -3.696 1.703 2.383
31 S -2.015 1.505 2.686
32 H -4.405 1.365 3.111
33 H -4.922 2.509 0.809
34 H -2.737 3.080 -0.477
35 H 0.435 2.504 1.631
36 H -0.160 -0.989 -1.836
37 H 1.489 -0.438 -2.065
38 H 0.235 0.057 -3.212

Mulliken atomic charge list, values in e, 4 entries: -0.80, 0.70, 0.07, 0.19



(5)
Computed, not measured: a single C4H7P3 molecule, with ωB97M-V with the def2-TZVPD basis set.

Energy relative to the best compared isomer or geometry (same formula, charge and spin), kcal/mol: 0.00
E_HOMO, eV: -8.5925
Kohn-Sham gap, eV: 7.963
2S+1: 1
Total charge: 0

Cartesian coordinates (Å):
1 C -0.237 -1.787 -1.258
2 C -0.697 0.675 -0.348
3 C -0.394 2.163 0.293
4 C 1.254 -0.944 1.000
5 P -1.852 -1.641 -1.747
6 P -2.224 0.370 -1.026
7 P 0.699 -0.388 -0.678
8 H 0.311 -2.692 -1.479
9 H 0.563 2.504 -0.086
10 H -0.345 2.066 1.370
11 H -1.187 2.840 0.008
12 H 1.846 -1.850 0.871
13 H 0.389 -1.145 1.631
14 H 1.874 -0.173 1.449

Mulliken atomic charge list, values in e, 4 entries: -0.29, 0.38, -1.15, -0.96



(6)
Computed, not measured: a single C12H17N molecule, with ωB97M-V with the def2-TZVPD basis set.

SMILES: CN(C)[C@H]1CCc2ccccc2C1
Energy relative to the best compared isomer or geometry (same formula, charge and spin), kcal/mol: 96.11
E_HOMO, eV: -8.7109
Kohn-Sham gap, eV: 9.631
2S+1: 1
Total charge: 0

Cartesian coordinates (Å):
1 C -2.590 1.445 -0.337
2 C -0.685 2.587 0.023
3 C -1.037 0.353 1.057
4 C -1.504 -1.121 0.775
5 C -0.808 -1.577 -0.561
6 C 0.684 -1.285 -0.538
7 C 1.444 -1.850 -1.589
8 C 2.845 -1.614 -1.729
9 C 3.369 -0.983 -0.516
10 C 2.633 -0.402 0.431
11 C 1.239 -0.477 0.441
12 C 0.468 0.359 1.466
13 H -2.879 1.939 -1.402
14 H -2.923 0.269 -0.354
15 H -3.012 2.018 0.600
16 H 0.344 2.604 0.509
17 H -0.454 3.058 -1.035
18 H -1.552 3.124 0.782
19 H -1.640 0.898 1.888
20 H -2.695 -1.368 0.790
21 H -1.238 -1.713 1.687
22 H -0.855 -2.691 -0.746
23 H -1.364 -1.018 -1.450
24 H 0.918 -2.300 -2.552
25 H 3.647 -1.968 -2.509
26 H 4.499 -0.777 -0.458
27 H 3.084 0.014 1.346
28 H 0.478 -0.149 2.476
29 H 0.844 1.357 1.747
30 N -1.259 1.268 -0.243

Mulliken atomic charge list, values in e, 4 entries: -1.04, -0.77, 0.20, -1.30



(7)
Computed, not measured: a molecular structure, C2FLiMgO2, with ωB97M-V with the def2-TZVPD basis set.

Energy relative to the best compared isomer or geometry (same formula, charge and spin), kcal/mol: 9.44
E_HOMO (alpha / beta), eV: -10.3011 / -13.7062
Kohn-Sham gap (alpha / beta), eV: 4.074 / 8.271
2S+1: 2
Total charge: +1

Cartesian coordinates (Å):
1 Li -2.028 1.029 0.190
2 Mg 2.838 -0.421 0.205
3 O 1.628 1.126 -0.301
4 C 0.833 0.221 0.085
5 O -0.377 0.192 -0.431
6 C -0.788 -1.257 -0.125
7 F -2.106 -0.890 0.377

Mulliken atomic charge list, values in e, 4 entries: 0.95, 0.44, -0.41, 0.31



(8)
Computed, not measured: 2 unconnected molecules or ions with the total composition C23H29N2S, with ωB97M-V with the def2-TZVPD basis set.

E_HOMO, eV: -10.6337
Kohn-Sham gap, eV: 5.984
2S+1: 1
Total charge: +1

Cartesian coordinates (Å):
1 C 3.719 3.641 1.468
2 C 3.991 2.538 0.439
3 C 3.790 1.132 0.997
4 S 2.088 0.862 1.507
5 C 2.095 2.160 2.752
6 C 2.348 3.536 2.144
7 H 4.498 3.609 2.240
8 H 3.798 4.617 0.971
9 H 3.312 2.678 -0.409
10 H 5.009 2.626 0.043
11 H 4.010 0.370 0.241
12 H 4.426 0.943 1.872
13 H 1.109 2.124 3.229
14 H 2.855 1.897 3.499
15 H 2.243 4.302 2.920
16 H 1.575 3.741 1.396
17 C -6.164 -0.245 2.569
18 N -5.453 0.176 1.376
19 C -6.195 0.909 0.365
20 C -4.120 -0.174 1.170
21 C -3.768 -1.112 0.174
22 C -2.444 -1.398 -0.085
23 C -1.388 -0.715 0.580
24 C -0.005 -0.943 0.239
25 C 0.448 -1.324 -1.032
26 C 1.789 -1.785 -1.410
27 C 2.949 -1.999 -0.692
28 C 4.106 -2.427 -1.368
29 C 4.086 -2.658 -2.751
30 C 2.894 -2.518 -3.474
31 C 1.765 -2.079 -2.794
32 N 0.467 -1.818 -3.257
33 C -0.047 -1.958 -4.608
34 C -0.299 -1.347 -2.232
35 C -1.764 0.154 1.644
36 C -3.087 0.404 1.951
37 H -5.487 -0.864 3.175
38 H -6.493 0.619 3.167
39 H -7.053 -0.843 2.307
40 H -5.518 1.155 -0.463
41 H -7.039 0.323 -0.030
42 H -6.595 1.848 0.780
43 H -4.566 -1.626 -0.366
44 H -2.198 -2.168 -0.812
45 H 0.728 -0.952 1.058
46 H 2.942 -1.844 0.387
47 H 5.029 -2.584 -0.812
48 H 5.008 -2.953 -3.251
49 H 2.845 -2.720 -4.537
50 H 0.747 -2.284 -5.281
51 H -0.875 -2.682 -4.634
52 H -0.455 -0.994 -4.943
53 H -1.331 -1.069 -2.394
54 H -0.970 0.643 2.210
55 H -3.355 1.073 2.768

Mulliken atomic charge list, values in e, 4 entries: -0.63, -0.67, -0.50, 0.00



(9)
Computed, not measured: a molecular structure, C38H37BCl5N11NaO2, with ωB97M-V with the def2-TZVPD basis set.

Energy relative to the best compared isomer or geometry (same formula, charge and spin), kcal/mol: 63.45
E_HOMO, eV: -3.7080
Kohn-Sham gap, eV: 5.182
2S+1: 1
Total charge: -1

Cartesian coordinates (Å):
1 Na 0.966 0.839 0.566
2 O -5.996 3.240 -0.507
3 C -5.857 2.170 0.444
4 C -4.374 1.921 0.652
5 C -3.900 0.948 1.583
6 C -2.530 0.743 1.636
7 N -1.588 1.462 0.971
8 C -2.033 2.465 0.154
9 C -3.416 2.632 -0.068
10 C -1.068 3.371 -0.507
11 C -1.566 4.542 -1.094
12 C -0.774 5.292 -1.978
13 C -1.179 6.677 -2.366
14 O -1.873 7.383 -1.360
15 C 0.524 4.807 -2.293
16 C 0.971 3.692 -1.586
17 N 0.250 3.070 -0.618
18 H -6.941 3.412 -0.664
19 H -6.240 1.212 -0.058
20 H -6.362 2.438 1.404
21 H -4.543 0.227 2.118
22 H -2.120 0.038 2.378
23 H -3.801 3.234 -0.930
24 H -2.575 4.886 -0.961
25 H -1.883 6.676 -3.220
26 H -0.350 7.289 -2.753
27 H -1.414 7.314 -0.521
28 H 1.139 5.275 -3.058
29 H 2.006 3.342 -1.728
30 B 2.074 0.320 3.712
31 N 3.310 -0.312 3.076
32 C 4.506 -0.744 3.557
33 C 5.213 -1.297 2.552
34 C 4.403 -1.196 1.404
35 N 3.238 -0.604 1.678
36 N 1.991 1.837 3.362
37 C 1.905 2.840 4.271
38 C 2.079 4.039 3.602
39 C 2.289 3.663 2.245
40 N 2.194 2.355 2.067
41 H 2.314 0.231 4.902
42 H 1.120 -0.254 3.360
43 H 4.742 -0.512 4.575
44 H 6.236 -1.711 2.561
45 H 4.640 -1.532 0.400
46 H 1.898 2.813 5.367
47 H 2.089 5.018 3.985
48 H 2.568 4.235 1.395
49 N -0.528 0.598 -1.594
50 C -0.160 -0.211 -2.773
51 C 1.370 -0.679 -2.741
52 N 2.323 0.336 -2.376
53 H -1.521 0.774 -1.569
54 H -0.023 1.473 -1.645
55 H -0.319 0.278 -3.748
56 H -0.649 -1.223 -2.672
57 H 1.545 -1.175 -3.750
58 H 1.395 -1.565 -2.028
59 H 2.675 1.021 -3.301
60 H 3.253 -0.084 -2.165
61 Cl 1.889 1.217 -6.000
62 C 3.220 1.979 -5.269
63 C 3.518 1.757 -3.949
64 C 4.718 2.192 -3.426
65 Cl 5.016 1.893 -1.792
66 C 5.738 2.754 -4.257
67 Cl 7.319 3.014 -3.660
68 C 5.362 3.080 -5.583
69 Cl 6.454 3.897 -6.691
70 C 4.137 2.665 -6.132
71 Cl 3.484 3.269 -7.662
72 N -1.595 -6.724 2.577
73 C -2.531 -7.759 2.451
74 C -2.718 -8.975 3.057
75 C -3.831 -9.739 2.647
76 C -4.827 -9.230 1.851
77 C -4.624 -8.003 1.241
78 C -3.515 -7.230 1.545
79 N -3.200 -5.964 1.188
80 C -2.014 -5.732 1.765
81 C -1.309 -4.504 1.475
82 C -1.729 -3.789 0.356
83 C -0.978 -2.626 -0.061
84 N 0.073 -2.236 0.634
85 C 0.503 -2.947 1.757
86 C -0.201 -4.053 2.207
87 H -0.706 -6.663 3.110
88 H -1.950 -9.478 3.657
89 H -3.898 -10.763 3.026
90 H -5.743 -9.792 1.648
91 H -5.334 -7.512 0.600
92 H -2.578 -4.201 -0.143
93 H -1.360 -2.041 -0.902
94 H 1.412 -2.619 2.252
95 H 0.158 -4.466 3.140

Mulliken atomic charge list, values in e, 4 entries: 0.67, -0.49, -0.51, 0.36



(10)
Computed, not measured: a single C24H27N3O5S molecule, with ωB97M-V with the def2-TZVPD basis set.

SMILES: CC(C)[C@H](C(=O)NCc1ccco1)N(C(=O)CNS(=O)(=O)c1ccccc1)c1ccccc1
Energy relative to the best compared isomer or geometry (same formula, charge and spin), kcal/mol: 71.33
E_HOMO, eV: -8.5689
Kohn-Sham gap, eV: 8.985
2S+1: 1
Total charge: 0

Cartesian coordinates (Å):
1 C -2.314 -1.582 2.829
2 H -1.328 -1.830 3.214
3 H -3.045 -1.740 3.618
4 H -2.534 -2.267 2.013
5 C -2.343 -0.125 2.370
6 C -2.048 0.792 3.556
7 H -1.052 0.596 3.949
8 H -2.111 1.833 3.254
9 H -2.772 0.619 4.348
10 H -3.332 0.130 1.977
11 C -1.301 0.110 1.267
12 N -1.393 -0.849 0.164
13 C -0.369 -1.705 -0.012
14 O 0.579 -1.768 0.753
15 C -0.437 -2.653 -1.202
16 N 0.922 -2.801 -1.676
17 S 1.856 -1.409 -1.756
18 O 2.657 -1.549 -2.938
19 O 1.000 -0.246 -1.684
20 C 2.943 -1.453 -0.347
21 C 3.190 -0.296 0.362
22 C 4.078 -0.337 1.425
23 C 4.704 -1.527 1.757
24 C 4.451 -2.679 1.029
25 C 3.567 -2.643 -0.035
26 H 3.346 -3.522 -0.619
27 H 4.942 -3.604 1.292
28 H 5.393 -1.558 2.588
29 H 4.277 0.560 1.992
30 H 2.689 0.618 0.083
31 H 1.015 -3.333 -2.527
32 H -0.795 -3.627 -0.848
33 H -1.117 -2.279 -1.975
34 C -2.440 -0.636 -0.782
35 C -2.166 0.001 -1.989
36 C -3.190 0.256 -2.883
37 C -4.490 -0.117 -2.582
38 C -4.760 -0.763 -1.389
39 C -3.740 -1.027 -0.490
40 H -3.958 -1.539 0.433
41 H -5.769 -1.064 -1.153
42 H -5.288 0.093 -3.278
43 H -2.972 0.754 -3.816
44 H -1.149 0.276 -2.222
45 H -0.302 -0.039 1.697
46 C -1.364 1.532 0.681
47 O -2.226 2.341 0.955
48 N -0.332 1.784 -0.143
49 H 0.256 1.025 -0.473
50 C -0.178 3.047 -0.840
51 C 1.267 3.412 -0.903
52 C 2.309 2.807 -1.545
53 C 3.467 3.548 -1.202
54 C 3.040 4.545 -0.380
55 O 1.713 4.468 -0.190
56 H 3.560 5.343 0.111
57 H 4.470 3.362 -1.526
58 H 2.254 1.942 -2.174
59 H -0.589 2.968 -1.855
60 H -0.739 3.802 -0.285

Mulliken atomic charge list, values in e, 4 entries: -1.73, 0.34, 0.48, 0.31



(11)
Computed, not measured: a molecular structure, C14H23InO, with ωB97M-V with the def2-TZVPD basis set.

E_HOMO, eV: -15.8856
Kohn-Sham gap, eV: 5.393
2S+1: 1
Total charge: +2

Cartesian coordinates (Å):
1 C 1.265 2.158 -1.566
2 H 2.185 2.385 -0.932
3 H 1.571 1.949 -2.628
4 H 1.464 0.880 2.145
5 C 0.271 3.334 -1.382
6 H -0.761 3.005 -1.630
7 H 0.203 3.626 -0.315
8 C 0.648 4.551 -2.221
9 H -0.198 5.230 -2.337
10 H 1.477 5.052 -1.724
11 H 0.973 4.176 -3.187
12 C -0.894 -1.906 -0.121
13 C -1.534 -1.040 -1.042
14 C -0.561 -0.597 -1.967
15 C 0.712 -1.147 -1.572
16 C 0.474 -2.002 -0.461
17 C 1.437 -2.940 0.141
18 C 1.905 -1.174 -2.459
19 C -0.827 0.099 -3.269
20 C -3.003 -0.801 -1.120
21 C -1.588 -2.683 0.923
22 In 1.171 1.050 0.219
23 H 2.775 -1.603 -1.951
24 H 1.694 -1.811 -3.340
25 H 2.190 -0.184 -2.834
26 H 2.446 -2.770 -0.226
27 H 1.459 -2.882 1.230
28 H 1.177 -3.973 -0.114
29 H -2.486 -2.172 1.291
30 H -1.918 -3.656 0.523
31 H -0.949 -2.891 1.785
32 H -3.234 0.034 -1.787
33 H -3.512 -1.697 -1.512
34 H -3.423 -0.591 -0.130
35 H -0.072 0.878 -3.500
36 H -0.798 -0.650 -4.097
37 H -1.833 0.567 -3.286
38 O -0.163 -0.010 3.150
39 C 0.258 0.204 2.085

Mulliken atomic charge list, values in e, 4 entries: -0.54, 0.24, 0.46, -0.01



Here are the calculated F_max numbers, same order: 3.1, 1.4, 4.3, 0.8, 2.9, 5.8, 3.6, 2.2, 3.2, 1.0, 5.1 (eV Å⁻¹).